[1]
# C4H12N2O

A cluster of 2 separate species, C4H12N2O in total in a non-equilibrium geometry (ωB97M-V/def2-TZVPD, OMol25).

Each line ends with the Löwdin spin population.
Cartesian coordinates (Å):
C: 0.9826 1.4653 -2.3873  0.006
C: 1.2185 1.9383 -0.9392  0.018
C: 1.0019 0.8862 0.0945  0.168
C: -0.0717 -0.0259 0.0183  0.394
N: -0.4758 -0.7354 1.1284  0.165
N: 1.6405 1.0046 1.2592  0.178
H: 0.6852 0.4324 -2.5700  0.002
H: 0.1794 1.9992 -2.8853  0.000
H: 1.8852 1.6446 -2.9534  0.001
H: 2.1357 2.4411 -0.8431  0.003
H: 0.4227 2.6537 -0.6930  0.009
H: -0.6198 -0.0762 -0.9147  0.014
H: -0.0494 -1.6625 1.2036  0.026
H: -1.4147 -0.9502 0.9525  0.003
H: 1.6314 0.1972 1.8682  0.006
H: 2.5658 1.3610 1.2097  0.006
H: -4.0293 -4.8685 2.4870  0.000
H: -4.0100 -3.7335 1.5487  0.000
O: -3.6782 -3.9712 2.4159  0.000

Force components x, y, z for each atom (eV/Å):
-0.1200 0.1341 -0.5252
-2.0887 -1.2439 -0.6298
-0.0779 0.4870 0.7495
0.5372 0.3850 -0.2111
1.0300 -0.3146 -0.8689
0.3470 -1.4688 -0.6937
0.3842 -0.2231 0.5593
0.0360 0.4715 0.1241
0.1529 -0.0747 -0.2591
1.2611 0.5169 0.3220
0.1925 0.1726 0.0309
-0.3258 0.2390 0.1900
0.5108 0.2553 0.5530
-1.9475 -0.5175 0.1862
-0.6094 0.1219 0.4433
0.7060 1.0372 0.0720
0.1862 0.0211 0.3943
-0.0511 0.3658 -0.2252
-0.1237 -0.3648 -0.2116

energy relative to the best compared isomer or geometry (same formula, charge and spin)	4.1	kJ/mol
2S+1	2
HOMO (alpha / beta)	-13.908 / -13.975	eV
net charge	+1
gap between HOMO and LUMO (alpha / beta)	10.60 / 7.40	eV

***

[2]
# C8H6O2S

A structure of composition C8H6O2S in a non-equilibrium geometry (ωB97M-V/def2-TZVPD, OMol25).

Each line ends with the Mulliken charge.
Cartesian coordinates (Å):
C: -1.2938 0.2985 2.2014  -0.445
C: -0.0595 -0.3315 2.2126  -0.506
C: -1.7939 0.8173 1.0189  -0.661
C: 0.6880 -0.4203 1.0529  -0.435
C: -1.0591 0.7168 -0.1484  -0.340
C: 0.1959 0.1168 -0.1323  0.683
C: 0.4662 0.3888 -2.5804  0.435
C: 1.0137 0.0237 -1.3681  -0.299
O: -0.0236 0.7136 -3.5782  -0.305
O: 2.6579 -1.9105 -2.5441  -0.540
S: 1.2456 -1.8566 -2.1119  0.243
H: -1.8659 0.3809 3.1127  0.381
H: 0.3247 -0.7513 3.1304  0.375
H: -2.7578 1.3021 1.0066  0.374
H: 1.6512 -0.9084 1.0585  0.400
H: -1.4463 1.1117 -1.0762  0.278
H: 2.0567 0.3083 -1.2543  0.361

Force components x, y, z for each atom (eV/Å):
-0.0873 0.0216 -0.0325
0.0947 0.0186 -0.0107
-0.1038 -0.0226 0.1042
0.0443 0.0475 -0.0968
0.2619 -0.0931 -0.0020
-0.4851 0.1269 0.0980
-0.4987 -0.3531 -1.4941
0.2522 -0.1963 0.2869
0.6308 -0.0998 1.3410
0.9803 -0.1026 -0.4254
-1.0207 0.5524 0.3883
-0.0645 -0.0025 0.0748
0.0450 -0.0179 0.0587
-0.1028 0.0352 -0.0141
0.0895 -0.0753 -0.0155
-0.1221 0.1306 -0.0577
0.0862 0.0303 -0.2030

energy relative to the best compared isomer or geometry (same formula, charge and spin)	68.0	kJ/mol
HOMO	-7.362	eV
net charge	0
gap between HOMO and LUMO	7.20	eV

***

[3]
# C10H20AgF6O10P

A structure of composition C10H20AgF6O10P in a non-equilibrium geometry (ωB97M-V/def2-TZVPD, OMol25).

Each line ends with the Löwdin spin population.
Cartesian coordinates (Å):
Ag: 0.1191 0.6527 -0.1105  0.386
C: 2.8607 1.2320 2.2492  0.000
O: 1.9275 1.0350 3.3437  0.000
O: 2.1276 1.5647 1.0559  -0.001
C: 4.0771 2.1621 2.7119  0.000
F: 3.7595 3.1937 3.4581  0.000
F: 5.0153 1.4135 3.3042  0.000
F: 4.7793 2.6571 1.7247  0.000
C: 2.3090 0.2428 4.4053  0.000
C: 1.0537 -0.0400 5.2131  0.000
H: 1.2330 -0.6338 6.1094  0.000
H: 0.5360 0.8870 5.4600  0.000
H: 0.3821 -0.5902 4.5541  0.000
H: 3.0516 0.7075 5.0539  0.000
H: 2.8184 -0.6870 4.1523  0.000
H: 3.2344 0.2485 1.9642  0.000
C: -2.0396 -1.3986 -2.1647  0.000
O: -3.1240 -0.5723 -2.6062  0.002
O: -1.7067 -0.7302 -1.0018  -0.002
C: -2.5704 -2.9095 -2.1750  0.000
F: -2.7016 -3.4336 -3.3847  0.000
F: -1.8330 -3.6686 -1.4326  0.000
F: -3.7054 -3.0141 -1.6124  0.000
C: -3.1033 -0.1203 -4.0209  0.000
C: -4.3152 0.7168 -4.6248  0.000
H: -5.1881 0.0754 -4.7458  0.000
H: -4.6383 1.4722 -3.9086  0.000
H: -4.0766 1.1709 -5.5866  0.000
H: -3.0361 -0.9888 -4.6762  0.000
H: -2.2165 0.4184 -4.3548  0.000
H: -1.2424 -1.4628 -2.9053  0.000
P: -1.4565 2.8556 -0.9767  -0.030
O: -1.0234 4.3728 -0.8976  0.390
O: -0.1765 2.2188 -1.5786  0.367
O: -2.7255 2.6414 -1.8823  0.596
O: -1.6240 1.9452 0.2294  0.265
C: 2.3957 -0.4746 -2.5354  0.001
O: 1.5395 -0.6544 -1.3711  0.009
H: 3.0196 0.4183 -2.4961  0.000
H: 3.0643 -1.3143 -2.7249  0.001
H: 1.7206 -0.3712 -3.3850  0.000
H: 1.5738 -1.5881 -1.1502  0.000
C: -0.1101 -1.9880 2.1672  0.002
O: -0.1263 -0.5700 1.8387  0.013
H: 0.8634 -2.4346 1.9649  0.000
H: -0.2062 -2.0684 3.2500  0.001
H: -0.9026 -2.4108 1.5497  0.000
H: 0.3872 -0.1782 2.5489  0.000

Force components x, y, z for each atom (eV/Å):
-0.6032 0.8671 -0.2319
-2.5809 0.0930 -4.1088
0.0978 0.5687 -0.4605
2.3545 0.2934 3.6108
-1.3071 -1.2928 -1.5990
-0.5537 0.6064 1.4240
0.4277 -1.0490 2.0469
0.2598 0.9797 -2.3704
0.3517 -0.0981 1.4076
-0.1838 -0.1221 -0.4936
0.0940 0.0258 0.0270
0.1535 0.0348 0.1217
-0.2117 -0.1207 0.2523
0.1837 0.5885 0.1868
-0.1527 -0.4325 -0.6936
1.0295 -0.3971 0.8084
0.3016 2.4776 2.1906
-1.5217 0.9867 -3.8782
0.3711 -3.6108 -1.3129
0.8797 3.8956 0.7390
0.4559 -0.6463 -1.7102
3.1600 -2.2846 0.9114
-4.6406 0.0895 1.3858
-0.3208 -0.6157 -0.5493
0.1550 -0.9914 2.0726
-0.0420 -0.1947 -0.1685
0.2899 0.2993 -0.0907
0.3092 -0.0696 0.1226
-0.1911 -0.5968 0.0283
0.4717 0.4176 1.1018
0.5706 0.3671 -0.6451
1.4548 1.1269 -0.7395
-2.3930 -2.1386 0.0644
0.8744 -0.8949 -1.0119
0.8060 1.3244 0.4736
-0.6974 0.8318 1.3308
-0.9404 0.1280 -0.0002
1.7718 -0.3867 -1.0171
-0.2920 0.1017 0.5729
-0.0813 -0.2546 0.2677
0.1187 0.0390 -0.1963
-0.2868 0.0410 0.1370
0.0564 1.4308 -0.5249
0.1088 -1.6243 0.8374
0.1360 -0.0964 -0.4920
-0.7101 -0.3952 0.0086
0.0692 -0.3194 0.3797
0.3977 1.0177 -0.2151

2S+1	3
HOMO (alpha / beta)	-1.600 / -1.514	eV
net charge	-2
gap between HOMO and LUMO (alpha / beta)	6.32 / 5.79	eV

***

[4]
# C28H25BaF12N6O2S

A structure of composition C28H25BaF12N6O2S (ωB97M-V/def2-TZVPD, OMol25).

Each line ends with the Mulliken charge.
Cartesian coordinates (Å):
Ba: -2.1261 0.0873 1.7183  2.133
C: 4.4308 2.2557 0.1104  -2.029
C: 2.9399 2.0178 0.0361  0.157
N: 0.8522 2.4796 1.0400  0.871
N: 0.0367 3.2934 1.8146  -0.590
C: -0.8086 4.1831 1.2849  0.432
N: -1.6095 4.7778 2.2224  -0.486
S: -0.8805 4.6592 -0.3202  -0.470
C: 2.3939 0.7149 0.6528  0.832
C: 3.4634 -0.1499 1.2026  -0.818
C: 3.6361 -1.4654 1.0277  -0.724
C: 2.7239 -2.4404 0.4959  -1.780
C: 1.4010 -2.2872 0.2510  0.692
N: 0.6303 -1.1799 0.1976  1.803
H: 4.6926 3.1881 -0.3851  0.474
H: 4.9729 1.4430 -0.3751  0.292
H: 4.7695 2.3273 1.1445  0.381
H: -0.2286 2.8164 2.6918  0.255
H: -1.7234 4.3676 3.1356  0.193
H: -2.3534 5.3469 1.8619  0.218
H: 4.2120 0.3787 1.7786  0.272
H: 4.5477 -1.8822 1.4473  0.345
H: 3.0800 -3.4612 0.4513  0.251
H: 0.8108 -3.1760 0.0583  0.580
C: 2.8052 3.6874 -2.0004  -2.358
C: 2.1358 2.7010 -1.0712  2.424
C: 1.0500 1.9109 -1.6697  -2.212
C: 0.5470 0.8263 -1.0991  -1.520
C: 1.0579 0.1897 0.1498  1.085
N: -0.7934 -1.3351 0.0655  -1.026
C: -1.1629 -1.9701 -1.1025  0.285
C: -0.2509 -2.1365 -2.1818  0.073
C: -0.5915 -2.7640 -3.3578  -1.284
C: -1.8665 -3.2824 -3.5517  0.434
C: -2.2581 -3.9654 -4.8371  -1.690
C: -2.7671 -3.1387 -2.5111  -0.536
C: -2.4686 -2.5060 -1.3054  -0.880
C: -3.5311 -2.4525 -0.1872  1.461
O: -3.5618 -1.3244 0.5472  -1.263
C: -3.3091 -3.6800 0.7463  0.408
F: -3.3226 -4.8597 0.0888  -0.310
F: -2.1242 -3.6000 1.3796  -0.173
F: -4.2463 -3.7694 1.7147  -0.300
C: -4.9938 -2.5723 -0.7598  0.339
F: -5.9036 -2.3125 0.1922  -0.264
F: -5.1823 -1.6557 -1.7315  -0.254
F: -5.3595 -3.7726 -1.2775  -0.275
C: 1.1289 1.0928 1.4282  0.715
C: 1.9636 3.0918 0.3831  -1.569
C: 0.8290 0.7933 2.9397  1.760
O: -0.4183 1.2339 3.2751  -1.324
C: 1.9286 1.5648 3.8167  0.512
F: 2.8848 0.7594 4.3176  -0.292
F: 2.5813 2.5146 3.1157  -0.206
F: 1.3553 2.1799 4.8568  -0.299
C: 0.8600 -0.6843 3.4487  -0.160
F: 0.5906 -0.6797 4.7676  -0.358
F: 1.9674 -1.3963 3.2864  -0.205
F: -0.1413 -1.3981 2.8665  -0.211
H: 3.4765 3.1858 -2.7018  0.328
H: 3.3734 4.4423 -1.4575  0.476
H: 2.0353 4.2103 -2.5703  0.518
H: 0.6403 2.2652 -2.6090  0.289
H: -0.2473 0.2904 -1.5953  0.887
H: 0.7560 -1.7602 -2.0794  0.353
H: 0.1554 -2.8544 -4.1405  0.336
H: -1.3765 -4.1691 -5.4462  0.377
H: -2.9379 -3.3468 -5.4291  0.289
H: -2.7628 -4.9139 -4.6425  0.359
H: -3.7496 -3.5622 -2.6573  0.535
H: 2.2528 4.0795 0.7265  0.406
N: -2.6937 1.5857 -0.6594  -0.404
H: -2.2725 2.4849 -0.8802  0.162
H: -3.6801 1.5959 -0.8903  0.235
H: -2.2655 0.8818 -1.2531  0.043

Force components x, y, z for each atom (eV/Å):
-0.3510 0.4366 -0.0048
-0.1289 -0.0057 -0.0282
0.0139 0.0213 0.0930
-0.1123 -0.0049 0.0095
-0.0255 -0.1093 0.0887
0.0016 0.0764 0.0287
-0.0865 0.0074 -0.0317
0.0004 0.0416 -0.0525
0.0122 -0.0183 0.1178
-0.0097 0.0603 -0.0145
-0.0859 -0.0118 -0.0232
0.1362 -0.0685 0.0112
-0.1864 0.0284 -0.0674
0.0019 0.1185 0.0797
0.0269 -0.0048 -0.0014
0.0382 0.0131 0.0135
0.0247 -0.0134 0.0021
0.0529 -0.0459 0.0421
0.0663 -0.0123 -0.0043
0.0137 -0.0070 -0.0177
0.0264 -0.0288 -0.0003
0.0088 0.0126 0.0139
-0.0113 -0.0015 -0.0058
0.0365 -0.0157 0.0077
-0.0280 -0.0574 0.0691
-0.0534 0.0422 -0.1171
0.0824 0.0414 0.1108
-0.0509 -0.0363 -0.0844
-0.0526 -0.0463 -0.1549
0.2379 -0.3620 -0.0670
0.4166 0.0849 -0.1601
-0.1078 0.0414 0.1710
-0.1937 -0.1043 -0.0828
0.2381 0.0041 -0.1888
-0.0106 0.0578 0.0991
0.0261 0.0588 0.1634
-0.1231 0.0392 0.0354
-0.5275 -0.2057 -0.1196
-0.0289 -0.2761 -0.1596
0.0781 -0.1381 0.0507
0.0466 0.0909 0.0812
-0.1105 0.0100 -0.0535
0.0341 -0.0014 -0.0667
-0.0008 0.0288 -0.0442
0.0101 0.0258 -0.0555
-0.0273 -0.0749 0.0540
0.0471 0.0506 0.0203
0.1015 0.1820 -0.0254
0.0554 -0.0327 0.0122
0.0393 0.2450 0.2679
0.3717 0.1172 0.0303
-0.0343 -0.1368 -0.1001
-0.0163 0.0519 -0.0264
-0.0259 0.0100 0.0682
0.0501 -0.0026 -0.0432
0.1014 -0.1887 0.0037
0.0115 0.0064 -0.0091
-0.0939 0.0249 -0.0357
0.1009 0.0081 0.1702
0.0140 0.0298 -0.0158
0.0158 0.0033 -0.0108
0.0025 0.0090 -0.0084
-0.0228 -0.0230 -0.0075
0.0014 -0.0237 0.0233
0.0030 0.0033 0.0126
-0.0018 -0.0053 -0.0113
-0.0148 -0.0203 -0.0259
-0.0039 -0.0186 -0.0273
-0.0048 -0.0154 -0.0353
-0.0083 -0.0006 0.0235
0.0154 0.0037 -0.0238
0.0011 -0.0199 0.0839
-0.0148 0.0066 -0.0033
0.0088 0.0669 -0.0478
-0.0167 -0.0224 0.0047

energy relative to the best compared isomer or geometry (same formula, charge and spin)	446.7	kJ/mol
HOMO	-3.985	eV
net charge	-1
gap between HOMO and LUMO	5.82	eV